65
Properties=species:S:1:pos:R:3:mulliken_charge:R:1 method="wB97M-V/def2-TZVPD" total_charge=+1 homo_energy_ev="-11.2 / -11.2" homo_lumo_gap_ev="8.271 / 8.274" multiplicity=5 energy_ha=-2925.49862
O -1.7507 2.0607 -0.1302 -0.4209
N 0.9977 -0.5350 -0.8409 0.7402
O -1.1862 -1.7121 1.8574 -0.2660
C 4.8671 -1.0837 0.1622 -0.3635
H 4.1289 1.0393 -2.2747 -0.2239
H -3.7685 1.5710 -0.1171 0.1439
H 5.3184 1.3732 2.0803 0.3406
C -2.9846 1.7175 -0.8574 -0.5662
H -3.2248 2.4853 -1.5889 0.5796
H 5.2062 1.0284 -0.0786 0.2248
H -3.4638 -4.2168 -1.5886 0.2330
C -0.2936 1.6487 3.8903 -0.4883
C -3.0728 -3.7554 -2.5050 -0.5564
H 0.6727 0.4706 2.6366 0.2640
O 4.4797 -1.3459 -1.1581 -0.4823
O -2.7138 -0.5856 -0.5044 -0.3364
H -0.4975 -2.6601 -0.9236 0.2579
H -3.2498 -4.4793 -3.3044 0.4690
H 3.4239 3.9634 -4.2394 0.3211
H -0.2344 0.8876 4.6685 0.3393
C -3.1560 -1.2555 3.1314 -0.7063
O 4.0014 4.1460 -3.4900 -0.5580
H 4.3914 -1.7376 0.9127 0.2396
H -1.1945 -2.8674 -3.1285 0.3070
O 1.7165 0.2963 -1.3826 -0.4671
H 2.2475 0.9004 -3.4244 0.3920
H 3.5811 -1.0013 -1.2517 0.1539
C 3.7725 3.1136 -2.5369 -0.2781
C 4.6279 0.3560 0.5669 0.0101
H -1.4259 2.8944 -0.4790 0.2866
H -2.8756 -2.8675 1.7397 0.2272
H -2.5628 -1.4423 -0.9571 0.0863
Fe -1.5459 0.3681 1.1652 1.5172
O -0.1219 1.0167 2.6021 -0.4542
C -1.6102 -3.4837 -2.3290 -0.4123
O 2.9122 1.3322 -3.9714 -0.5877
H -2.5696 3.2990 2.4472 0.2784
C 3.9519 1.7363 -3.1018 0.2301
H -2.3652 1.9342 4.5953 0.2365
H 3.5763 0.6406 0.3923 0.0757
O -2.1773 2.4409 2.6288 -0.3660
H -3.4233 0.2064 -2.3445 0.4836
C -2.7093 0.4078 -1.5402 -0.3512
H -4.5928 -2.7310 -3.2133 0.2767
H -0.4562 -2.3370 1.9086 0.2641
H -4.1447 -1.6575 3.3517 0.4328
C -2.3196 -2.3121 2.4948 -0.4643
H 5.9339 -1.3075 0.2543 0.3409
H 2.7613 3.2266 -2.1208 0.1726
H 4.9103 1.7028 -3.6333 0.3264
O 1.0360 -1.7348 -1.1374 -0.7879
O -3.2557 -0.0828 2.2627 -0.3087
H 4.4969 3.2615 -1.7335 0.2812
C -1.6269 2.3984 3.9359 -0.5451
H -3.9009 0.4923 2.6846 0.2703
O 4.9293 0.5063 1.9439 -0.5638
H -1.1120 -4.4630 -2.3610 0.4084
H -1.4314 3.3965 4.3291 0.4278
H 0.5335 2.3457 4.0165 0.3965
H -2.7120 -0.9393 4.0806 0.3700
O 0.2055 -0.1543 0.0795 -0.5654
O -1.4411 -2.8432 -1.0709 -0.4210
O -3.7526 -2.5249 -2.7955 -0.4649
H -2.0304 -2.9695 3.3167 0.4835
H -1.7259 0.4216 -2.0216 0.1169



10
Properties=species:S:1:pos:R:3:mulliken_charge:R:1 method="wB97M-V/def2-TZVPD" total_charge=0 homo_energy_ev=-9.6 homo_lumo_gap_ev=9.982 smiles=Nc1noc(O)n1 energy_ha=-392.69616
C -0.7010 0.1880 -0.1652 0.3934
N 0.3407 -0.5902 -0.2007 -0.5945
O 2.6328 -0.2075 -0.0531 -0.5039
H 2.3981 -1.2777 0.0557 0.4378
H -1.9000 -1.2348 0.3864 0.3051
H -2.6468 0.2519 0.4507 0.2770
C 1.3911 0.2484 -0.1783 0.7473
N -2.0408 -0.2727 -0.1321 -0.5315
N -0.4309 1.4823 -0.1892 -0.4163
O 0.9567 1.4122 0.0258 -0.1143



10
Properties=species:S:1:pos:R:3:mulliken_charge:R:1 method="wB97M-V/def2-TZVPD" total_charge=0 homo_energy_ev=-9.8 homo_lumo_gap_ev=10.202 smiles="O=c1cn[nH]cn1" energy_ha=-355.57372
N -0.9443 -0.0720 0.8654 -0.0073
H -1.6728 -1.7318 -0.1943 0.3668
C -0.8524 -1.0160 -0.1382 -0.0527
N 0.0685 -0.9898 -1.0312 -0.4360
O 2.2359 -0.3474 -0.5796 -0.5228
N -0.3823 1.1753 0.6875 -0.4643
C 1.0644 -0.0728 -0.6892 0.5715
C 0.5078 1.2290 -0.2356 -0.1064
H -0.9454 -0.3681 1.8275 0.2571
H 0.9207 2.1935 -0.5124 0.3940



20
Properties=species:S:1:pos:R:3:mulliken_charge:R:1 method="wB97M-V/def2-TZVPD" total_charge=+1 homo_energy_ev="-14.2 / -14.5" homo_lumo_gap_ev="10.674 / 7.845" multiplicity=2 energy_ha=-402.28162
H 0.6477 -1.9393 1.6046 0.3083
H -0.4747 0.3132 -0.9959 0.3678
O -2.3552 0.5703 0.7575 -0.7072
H -0.9836 3.6700 -0.0723 0.3302
O 0.1583 -3.6418 -0.1482 -0.6091
H -1.7146 0.3383 1.4446 0.3339
C 1.6931 0.2855 -1.2886 -1.2012
H -1.6609 2.1569 0.1944 0.3439
C 0.2466 2.2282 -0.4906 0.0343
H 2.5391 0.5100 -0.6283 0.3467
H 0.7392 -4.2201 -0.6607 0.3181
N -0.9870 2.6938 -0.3832 -0.2832
O 0.1101 -1.5311 2.2932 -0.6154
H 1.6546 -0.7787 -1.4864 0.3159
H -0.6472 -3.5702 -0.6688 0.3097
H -3.1602 0.0658 0.9322 0.3135
C 0.4421 0.9074 -0.8977 0.0272
H 2.0010 0.6743 -2.2796 0.3801
H 1.1187 2.8564 -0.3258 0.3735
H 0.6331 -1.5887 3.0996 0.3128



21
Properties=species:S:1:pos:R:3:mulliken_charge:R:1 method="wB97M-V/def2-TZVPD" total_charge=0 homo_energy_ev=-8.8 homo_lumo_gap_ev=9.113 smiles=OCNCCS.O.O energy_ha=-800.67850
H 0.5518 1.7475 0.7140 0.5083
C -2.9341 -0.0860 1.5459 -0.2635
H 3.5647 -1.5467 -3.1799 0.2928
N -1.8218 0.9338 1.4363 -0.4128
O 1.7690 -1.6860 1.7985 -0.6036
C -1.3385 0.7229 0.1353 -0.6005
C 0.2648 0.9454 0.1552 -0.1865
H -3.7198 0.2348 0.8401 0.2838
O -2.4731 -1.4963 1.2245 -0.5293
H -3.2043 -0.1964 2.6984 0.2758
H -1.1692 0.9524 2.2222 0.2883
H 0.5931 0.0275 0.5792 -0.2342
S 0.8688 1.1151 -1.5547 -0.2181
H 4.0202 -0.1250 -3.1965 0.2841
H -1.4299 -0.2232 -0.4361 0.3566
H 1.7347 0.2015 -1.7357 0.0991
H -1.7394 1.5091 -0.5686 0.3625
H 2.0235 -2.5564 1.9848 0.3096
H -1.4816 -1.4522 1.4064 0.3175
H 1.8088 -1.5591 0.9032 0.2516
O 3.3724 -0.6783 -2.8267 -0.5815



13
Properties=species:S:1:pos:R:3:mulliken_charge:R:1 method="wB97M-V/def2-TZVPD" total_charge=+1 homo_energy_ev=-16.3 homo_lumo_gap_ev=10.866 smiles="CC/C=[N+]1C=N/1" energy_ha=-265.70019
H 0.1235 -1.4441 -0.0362 0.3269
N -1.3886 0.3166 0.2400 0.1037
H 2.3218 -0.8933 -0.9041 0.3224
H 2.4354 0.6211 -0.0370 0.3643
N -2.1976 -0.6562 -0.7322 -0.2857
C 0.7908 -0.6645 0.3550 -0.4815
H -0.0244 1.3302 1.2728 0.3952
C -2.6978 0.3631 -0.1597 0.2203
C 1.8452 -0.0610 -0.5852 -1.0368
C -0.2145 0.3752 0.7102 0.0780
H -3.5628 1.0206 -0.0202 0.3345
H 1.3133 0.5320 -1.3535 0.3425
H 1.2556 -0.8397 1.2502 0.3162